(1)
{
  "formula": "C4H4Br2S",
  "method": "wB97M-V/def2-TZVPD",
  "elements": ["H", "H", "C", "Br", "H", "Br", "S", "C", "H", "C", "C"],
  "xyz": [[-0.0488, 0.8073, -1.9130], [-0.1623, -0.9631, -2.0760], [-1.2691, 0.3761, 1.0134], [1.0143, 0.7812, 2.7982], [1.8039, 0.4569, -0.4843], [1.6558, -1.9975, 0.0054], [-1.7967, -0.1147, -0.5680], [0.9880, -0.2489, -0.3898], [-2.0728, 0.6403, 1.6828], [0.0133, 0.3981, 1.3001], [-0.1255, -0.1356, -1.3688]],
  "forces_ev_per_a": [[0.115, -0.083, 0.024], [0.102, 0.045, -0.016], [0.216, 0.084, 0.084], [-0.108, 0.031, 0.108], [0.012, -0.145, -0.132], [-0.090, 0.122, -0.118], [0.166, -0.225, -0.345], [-1.768, 1.252, 3.754], [-0.018, 0.012, 0.237], [1.951, -1.223, -3.498], [-0.579, 0.129, -0.097]],
  "largest_force_ha_per_bohr": 0.0843,
  "lumo_ev": 0.671,
  "e_homo_ha": -0.3085
}


(2)
{
  "formula": "C4H4Br2Si",
  "method": "wB97M-V/def2-TZVPD",
  "elements": ["Si", "C", "Br", "H", "C", "Br", "C", "C", "H", "H", "H"],
  "xyz": [[0.8133, -1.8051, -0.1472], [0.3600, 1.0866, 0.1355], [3.0829, 0.3747, -0.1616], [0.4212, -2.5413, 1.0412], [1.1659, -0.0011, 0.0060], [-3.6766, 0.0507, -0.1019], [-1.8126, 0.0604, -0.1758], [-1.0645, 1.1342, 0.1449], [1.3293, -2.5366, -1.2981], [0.8533, 2.0491, 0.2264], [-1.4723, 2.1283, 0.3306]],
  "forces_ev_per_a": [[-1.757, 2.389, -0.003], [1.051, -0.696, -0.007], [-0.407, -0.222, 0.003], [0.047, -0.245, 0.153], [0.451, -0.013, -0.019], [0.087, 0.015, 0.073], [1.521, -0.647, 0.012], [-0.971, -0.303, -0.170], [0.121, -0.096, -0.030], [0.095, -0.023, -0.012], [-0.239, -0.159, 0.000]],
  "largest_force_ha_per_bohr": 0.0577,
  "lumo_ev": [-1.688, -1.477],
  "e_homo_ha": [-0.2857, -0.3086]
}


(3)
{
  "formula": "C4H4BrNO2S",
  "method": "wB97M-V/def2-TZVPD",
  "elements": ["C", "O", "C", "H", "H", "C", "O", "Br", "H", "C", "S", "H", "N"],
  "xyz": [[1.4881, 0.0808, 1.3115], [-1.6144, -1.5690, -1.3504], [-1.8296, -1.3439, -0.2436], [1.0086, 1.0599, 1.1572], [-2.1668, -1.5170, 1.7759], [1.0294, 0.9302, -1.1324], [1.6693, -0.6130, 2.2871], [-1.9435, 1.0014, 1.4378], [0.8725, 0.4005, -3.0094], [-1.9797, -0.8082, 0.9365], [1.5743, -0.6107, -0.3094], [1.1596, 1.8171, -0.5437], [0.7323, 1.1720, -2.3171]],
  "forces_ev_per_a": [[-0.779, -1.930, 0.343], [-0.075, -1.023, -0.737], [0.388, 2.200, -0.144], [0.459, 0.333, 1.309], [0.197, 0.763, -0.803], [0.976, -0.687, -0.122], [0.037, 1.636, -0.740], [0.005, -0.074, -0.495], [-0.598, 0.450, 0.951], [-0.571, -1.851, 2.149], [-0.006, 0.753, -1.027], [-0.386, 0.270, 1.010], [0.352, -0.841, -1.694]],
  "largest_force_ha_per_bohr": 0.0563,
  "smiles": "[H]/N=C\\SC=O.O=C=CBr",
  "lumo_ev": -0.545,
  "e_homo_ha": -0.3402
}


(4)
{
  "formula": "C4H4CdLiO5",
  "method": "wB97M-V/def2-TZVPD",
  "elements": ["C", "O", "Cd", "H", "O", "H", "H", "C", "O", "C", "Li", "H", "O", "O", "C"],
  "xyz": [[3.0631, 1.7065, -0.3218], [2.6509, 1.0180, 0.6397], [1.0830, 0.4007, -0.7468], [-1.2164, -0.4174, 3.1366], [0.0600, -0.1106, 1.1293], [-1.8503, 0.6650, -1.5546], [-0.1786, -2.1015, -1.4389], [-1.4598, -0.2365, -1.0762], [-1.7792, -0.5070, 2.3527], [-1.1706, -0.2625, 1.2497], [1.7759, 0.9268, 2.2966], [-0.9034, -1.2408, -2.7821], [2.5681, 1.7051, -1.4500], [-1.9567, -0.3879, 0.2184], [-0.6860, -1.1579, -1.6526]],
  "forces_ev_per_a": [[0.361, 0.399, -0.810], [0.575, 0.276, 1.318], [-1.874, -1.355, -1.754], [-0.019, -0.127, 0.076], [0.163, 0.830, 1.077], [-0.299, -0.548, -0.149], [-0.569, 0.202, 1.343], [-0.290, -0.196, 0.872], [-0.378, 0.466, 0.030], [0.335, -1.472, 0.196], [0.297, -0.056, 0.054], [1.152, 1.146, 1.286], [1.057, 0.742, 0.245], [0.073, 0.727, -0.080], [-0.583, -1.032, -3.703]],
  "largest_force_ha_per_bohr": 0.0756,
  "spin_multiplicity": 2,
  "charge": 2,
  "lumo_ev": [-8.775, -9.585],
  "e_homo_ha": [-0.6435, -0.7219]
}


(5)
{
  "formula": "C4H4CdO2",
  "method": "wB97M-V/def2-TZVPD",
  "elements": ["O", "C", "C", "H", "Cd", "H", "H", "H", "C", "O", "C"],
  "xyz": [[-2.5141, -0.8807, 0.4669], [2.1130, 0.5253, -0.9906], [0.6211, 0.8654, 0.7432], [-0.3710, -1.5779, 0.1170], [-4.0104, -0.2988, 1.4956], [1.3217, 0.9331, 1.5877], [2.0817, -0.2938, -2.8569], [0.2769, 1.8549, 0.4110], [-0.2746, -0.1609, 0.7594], [2.1002, -0.2543, -1.8667], [-1.3444, -0.7122, 0.1334]],
  "forces_ev_per_a": [[-0.260, -1.761, -1.918], [0.759, -0.469, -1.097], [-0.363, -0.040, 2.410], [-0.864, -0.092, 0.068], [-2.325, 0.646, 1.390], [0.653, -0.325, -0.874], [0.270, -0.215, -0.677], [-0.116, -0.374, -0.215], [-1.788, 0.976, -2.767], [-0.184, 0.764, 1.004], [4.219, 0.888, 2.676]],
  "largest_force_ha_per_bohr": 0.0987,
  "spin_multiplicity": 2,
  "charge": 3,
  "lumo_ev": [-15.571, -15.776],
  "e_homo_ha": [-0.8080, -0.8370]
}


(6)
{
  "formula": "C4H4Cl2F2O3",
  "method": "wB97M-V/def2-TZVPD",
  "elements": ["O", "C", "Cl", "C", "H", "F", "H", "H", "H", "Cl", "C", "F", "O", "O", "C"],
  "xyz": [[1.6180, 1.2655, -1.4361], [-2.0972, 0.3000, 1.2947], [1.3684, -2.7475, -1.4809], [-0.3264, 0.7129, -0.0258], [1.9408, 1.6748, -0.5967], [1.2126, -1.8833, 1.0297], [-2.4077, 1.3929, 1.3083], [-1.6957, 0.0391, 2.3401], [-3.1392, -0.2302, 1.2313], [0.0825, -0.0507, -2.8159], [0.5016, 0.5603, -1.3263], [2.7467, -0.9604, -0.1803], [-1.4854, 0.0751, 0.0424], [0.1898, 1.3959, 0.8360], [1.4912, -1.5444, -0.2204]],
  "forces_ev_per_a": [[0.459, 0.681, 0.614], [-4.620, 0.855, 1.711], [0.157, -0.041, 0.857], [2.171, 0.446, -1.759], [-0.847, -0.584, -0.388], [-0.296, -0.534, -0.457], [0.641, -1.163, 0.311], [0.493, 0.071, -2.209], [2.068, 0.659, -0.003], [-1.003, -0.353, -0.526], [0.343, -0.834, 2.523], [-1.146, -0.904, -0.219], [1.222, -0.382, 0.401], [-0.554, -0.351, -0.133], [0.912, 2.435, -0.721]],
  "largest_force_ha_per_bohr": 0.0972,
  "lumo_ev": [-0.488, -0.569],
  "e_homo_ha": [-0.3286, -0.2995]
}


(7)
{
  "formula": "C4H4Cl2NO2",
  "method": "wB97M-V/def2-TZVPD",
  "elements": ["H", "C", "N", "Cl", "C", "O", "H", "Cl", "C", "H", "H", "C", "O"],
  "xyz": [[1.7075, 0.1617, 0.2188], [-0.3016, 1.9130, 0.7147], [1.7384, -0.5159, -0.5931], [-2.8991, 2.3284, -0.3772], [-1.3749, 2.0239, 0.2485], [-0.4372, -1.0568, 0.4798], [0.3669, -2.0445, -1.1463], [1.1397, 1.7081, 1.4299], [0.2415, -0.9652, -0.8569], [2.2185, -1.3380, -0.5529], [1.8745, 0.2788, -1.3228], [-1.6040, -1.2068, 0.6950], [-2.6702, -1.2867, 1.0624]],
  "forces_ev_per_a": [[0.549, -1.513, 0.029], [1.288, -0.200, 0.674], [-4.675, 5.135, -0.448], [1.180, -0.338, 0.414], [-3.349, 0.769, -1.384], [-0.510, -0.678, 1.672], [-0.167, 0.876, 0.520], [0.739, 0.327, 0.680], [1.056, -0.192, -3.052], [2.944, -1.922, 0.074], [0.418, -2.651, 0.651], [0.999, 0.588, 0.424], [-0.470, -0.203, -0.254]],
  "largest_force_ha_per_bohr": 0.1353,
  "charge": 1,
  "lumo_ev": -3.822,
  "e_homo_ha": -0.4749
}


(8)
{
  "formula": "C4H4Cl2O",
  "method": "wB97M-V/def2-TZVPD",
  "elements": ["Cl", "C", "C", "H", "H", "H", "Cl", "O", "C", "H", "C"],
  "xyz": [[1.8841, -0.3576, -0.4529], [-2.3227, 1.4536, -0.0366], [-0.7195, -0.6114, -0.3542], [-3.0030, 1.5089, -0.9944], [3.9319, -0.6353, 1.1019], [-2.9689, 1.6030, 0.9502], [-1.2460, -2.1985, -0.3957], [-1.0039, 1.8878, 0.0038], [3.2867, -1.0780, 0.3200], [3.3774, -2.1090, -0.1233], [-1.2162, 0.5367, -0.0188]],
  "forces_ev_per_a": [[1.720, -0.011, 0.964], [-4.817, -0.630, 0.995], [0.455, 0.173, 0.466], [1.790, 0.338, 1.659], [-0.952, -0.098, -0.706], [1.553, -0.175, -2.067], [-0.123, 0.240, -0.002], [1.701, 0.590, -0.365], [-0.742, -1.179, -1.363], [0.411, 1.312, 1.032], [-0.995, -0.560, -0.613]],
  "largest_force_ha_per_bohr": 0.0964,
  "lumo_ev": [-0.051, -0.574],
  "e_homo_ha": [-0.3081, -0.3127]
}


(9)
{
  "formula": "C4H4Cl4OS",
  "method": "wB97M-V/def2-TZVPD",
  "elements": ["Cl", "Cl", "H", "Cl", "H", "C", "C", "S", "H", "Cl", "C", "C", "H", "O"],
  "xyz": [[-1.1950, -2.1113, -0.6467], [-0.9270, 1.9606, 0.7265], [0.7985, 1.6447, -1.4611], [-2.3041, 0.8872, -1.6664], [0.5590, 0.0690, -2.1496], [0.8368, -0.9626, 1.1645], [-0.9098, 0.6005, -0.3846], [1.8131, 0.0185, -0.1441], [0.9802, -0.5788, 2.1273], [-2.1074, -0.5996, 1.6849], [-1.0335, -0.6870, 0.3558], [0.4192, 0.6020, -1.1605], [0.8631, -2.0774, 1.0110], [2.2069, 1.2344, 0.5431]],
  "forces_ev_per_a": [[-0.226, 0.233, -0.103], [0.063, 0.144, -0.130], [-0.867, -1.271, 0.851], [1.133, -0.481, 1.256], [-1.209, 0.011, 1.205], [-3.013, -0.748, -5.046], [0.192, 0.899, -2.283], [-0.858, -1.352, 0.691], [0.001, 0.736, 1.282], [-0.974, -0.614, 0.453], [3.159, -0.929, 2.171], [1.151, 0.721, -1.773], [0.248, 1.305, 0.382], [1.200, 1.348, 1.046]],
  "largest_force_ha_per_bohr": 0.1152,
  "lumo_ev": -0.348,
  "e_homo_ha": -0.3380
}


(10)
{
  "formula": "C4H4ClF4N3OP",
  "method": "wB97M-V/def2-TZVPD",
  "elements": ["F", "C", "C", "F", "N", "F", "H", "H", "C", "C", "H", "H", "N", "N", "F", "O", "P", "Cl"],
  "xyz": [[-3.5147, -0.9560, -0.8205], [1.5691, 0.4266, 0.1821], [-1.9068, 0.1722, 0.4971], [-2.6809, 1.1924, 0.1503], [0.5045, -0.1230, 0.7121], [-1.9932, -0.0238, 1.7973], [-2.3051, -1.9690, 0.4161], [1.8271, 1.9999, -1.2137], [-0.1399, 1.4851, -0.6829], [-2.3261, -1.1312, -0.2743], [2.3695, -1.6572, 1.4399], [-0.7900, 2.1235, -1.2454], [1.1957, 1.4182, -0.6804], [-0.5286, 0.5500, 0.1661], [-1.4225, -1.3691, -1.2478], [3.1614, -1.1248, 1.6100], [3.3606, 0.0000, 0.4818], [3.6199, -1.0137, -1.2877]],
  "forces_ev_per_a": [[-0.439, 0.072, -0.083], [-0.171, -0.536, 0.065], [-0.456, -0.381, -0.427], [0.030, 0.329, -0.192], [0.583, 0.182, -0.196], [0.154, -0.044, 0.302], [-0.230, -0.169, 0.134], [-0.032, 0.080, -0.104], [0.376, -0.544, 0.358], [0.579, -0.111, 0.432], [0.074, -0.383, 0.342], [-0.049, 0.254, -0.155], [-0.501, 0.311, -0.163], [-0.067, 0.430, 0.074], [0.164, 0.099, -0.319], [-0.426, 0.222, -0.554], [0.644, 0.172, 0.400], [-0.230, 0.017, 0.090]],
  "largest_force_ha_per_bohr": 0.0151,
  "smiles": "OP(Cl)c1nn(C(F)(F)C(F)F)c[nH+]1",
  "charge": 1,
  "lumo_ev": -4.248,
  "e_homo_ha": -0.5174
}


What is the formula in the third record? C4H4BrNO2S


Copy entry 6 word for word.
{
  "formula": "C4H4Cl2F2O3",
  "method": "wB97M-V/def2-TZVPD",
  "elements": ["O", "C", "Cl", "C", "H", "F", "H", "H", "H", "Cl", "C", "F", "O", "O", "C"],
  "xyz": [[1.6180, 1.2655, -1.4361], [-2.0972, 0.3000, 1.2947], [1.3684, -2.7475, -1.4809], [-0.3264, 0.7129, -0.0258], [1.9408, 1.6748, -0.5967], [1.2126, -1.8833, 1.0297], [-2.4077, 1.3929, 1.3083], [-1.6957, 0.0391, 2.3401], [-3.1392, -0.2302, 1.2313], [0.0825, -0.0507, -2.8159], [0.5016, 0.5603, -1.3263], [2.7467, -0.9604, -0.1803], [-1.4854, 0.0751, 0.0424], [0.1898, 1.3959, 0.8360], [1.4912, -1.5444, -0.2204]],
  "forces_ev_per_a": [[0.459, 0.681, 0.614], [-4.620, 0.855, 1.711], [0.157, -0.041, 0.857], [2.171, 0.446, -1.759], [-0.847, -0.584, -0.388], [-0.296, -0.534, -0.457], [0.641, -1.163, 0.311], [0.493, 0.071, -2.209], [2.068, 0.659, -0.003], [-1.003, -0.353, -0.526], [0.343, -0.834, 2.523], [-1.146, -0.904, -0.219], [1.222, -0.382, 0.401], [-0.554, -0.351, -0.133], [0.912, 2.435, -0.721]],
  "largest_force_ha_per_bohr": 0.0972,
  "lumo_ev": [-0.488, -0.569],
  "e_homo_ha": [-0.3286, -0.2995]
}